No. 1
The following is a DFT calculation (ωB97M-V/def2-TZVPD) of a molecular structure, C8H9ClNO2P at a distorted geometry.

Calculated values
- total energy (hartree) = -1317.04597
- spin multiplicity = 1
- relative energy (zero: lowest compared OMol25 entry of this formula, charge and spin) (kcal per mole) = 25.7
- HOMO-LUMO gap (eV) = 9.77
- F_max (hartree/bohr) = 0.06965

Each line ends with the Löwdin charge.
CARTESIAN COORDINATES (ANGSTROEM)
C  -0.75624  -0.23693  -3.06576  -0.096
C  0.66107  -0.23529  -3.16077  -0.072
C  -1.36456  -0.45278  -1.84357  -0.051
C  1.36299  -0.38225  -1.96355  -0.029
C  -0.64535  -0.77407  -0.67768  -0.293
C  0.74135  -0.64251  -0.76039  -0.274
C  -1.31070  -1.02779  0.62654  -0.706
C  0.61005  1.81128  3.02914  -0.152
N  0.35954  1.03144  1.82040  -0.203
O  0.85161  -1.35854  2.87582  -0.277
O  1.42648  -0.91562  0.43287  -0.110
P  0.41465  -0.62767  1.68695  0.594
Cl  -1.77628  -2.63891  0.90067  0.679
H  -1.33186  0.17213  -3.94116  0.117
H  1.26280  0.09191  -4.09148  0.135
H  -2.49060  -0.36725  -1.76296  0.136
H  2.49407  -0.22672  -2.00563  0.144
H  -2.22788  -0.48300  0.72726  0.066
H  1.57342  2.49633  2.76345  0.111
H  -0.25419  2.47095  3.18931  0.067
H  0.95977  1.09447  3.90001  0.108
H  -0.56012  1.20082  1.32054  0.106

Forces on the atoms, in the same order (eV/Å):
0.64 1.21 -1.39
-0.06 0.96 0.07
-1.52 -0.31 0.35
2.62 0.36 -0.77
-0.53 0.88 -1.98
-0.49 -1.19 0.76
3.35 1.11 0.59
3.21 0.33 0.10
-2.46 -0.90 -1.38
-0.36 -0.07 -0.08
-0.77 0.38 -0.73
-0.62 0.16 0.07
-0.35 -2.17 0.24
0.44 -0.91 1.00
-1.40 -0.82 1.55
1.41 -0.21 -0.17
-1.70 -0.45 0.33
0.03 1.03 0.50
-2.29 -1.35 0.95
0.46 -0.39 0.57
-1.18 1.63 -1.57
1.57 0.75 0.99

No. 2
The following is a DFT calculation (ωB97M-V/def2-TZVPD) of C3H6N2OS in the gas phase at a distorted geometry.

Calculated values
- total energy (hartree) = -700.69611
- spin multiplicity = 1
- relative energy (zero: lowest compared OMol25 entry of this formula, charge and spin) (kcal per mole) = 121.2
- HOMO-LUMO gap (eV) = 11.09
- F_max (hartree/bohr) = 0.15844
- SMILES = CS(C)(=O)=NC#N

Each line ends with the Löwdin charge.
CARTESIAN COORDINATES (ANGSTROEM)
C  -2.23207  -0.23742  0.10257  -0.297
C  0.56548  -0.21152  1.50488  -0.076
C  0.62301  -0.11162  -1.41558  -0.167
N  -2.74325  -1.23656  -0.01075  0.104
N  -1.42935  1.17664  0.03965  -0.181
O  0.84603  1.96541  -0.04760  -0.347
S  0.04525  0.76833  0.01969  0.655
H  1.49217  -0.60954  1.37716  0.041
H  0.74585  0.44321  2.23279  0.026
H  -0.14380  -0.91940  1.71708  0.035
H  1.59204  0.08822  -1.66301  0.021
H  0.51230  -1.25749  -1.49317  0.107
H  0.12634  0.14173  -2.36372  0.081

Forces on the atoms, in the same order (eV/Å):
4.02 7.08 -0.37
-1.36 0.55 -3.78
-2.84 -3.64 -1.41
-1.46 -2.64 -0.03
-4.02 -4.89 0.41
0.12 0.12 0.47
2.60 0.41 0.19
2.60 -1.54 -1.15
-0.15 3.10 2.99
-1.75 -1.70 0.61
2.90 0.85 0.33
-0.01 1.60 1.00
-0.65 0.71 0.74

No. 3
The following is a DFT calculation (ωB97M-V/def2-TZVPD) of a molecular structure, C30H24BrMoN7OS at a distorted geometry.

Calculated values
- total energy (hartree) = -4656.54682
- spin multiplicity = 1
- relative energy (zero: lowest compared OMol25 entry of this formula, charge and spin) (kcal per mole) = 67.8
- HOMO-LUMO gap (spin up / spin down) (eV) = 5.75 / 5.75
- F_max (hartree/bohr) = 0.03316

Each line ends with the Löwdin charge.
CARTESIAN COORDINATES (ANGSTROEM)
Mo  -0.11062  0.28689  -0.17584  1.498
C  1.04784  -1.45754  3.62804  -0.023
C  0.98982  -0.92339  2.23156  -0.268
N  -0.09658  -0.32500  1.78964  -0.145
N  -1.14753  -0.33946  2.63397  -0.003
C  -2.31135  -0.10424  2.08840  -0.837
N  -3.39055  -0.04406  2.91353  0.064
S  -2.60140  0.14657  0.40426  0.698
C  2.06560  -1.08421  1.28980  -0.207
C  3.33284  -1.57917  1.63028  0.002
C  4.29267  -1.74171  0.65818  -0.050
C  3.99510  -1.40540  -0.66001  -0.037
C  2.73638  -0.90885  -0.93001  -0.100
N  1.80344  -0.75566  0.00128  -0.032
H  0.07654  -1.87401  3.88066  0.073
H  1.25071  -0.65555  4.34286  0.091
H  1.81450  -2.22188  3.73394  0.068
H  -3.30896  -0.43184  3.83845  0.094
H  -4.28946  -0.06942  2.46837  0.072
H  3.54562  -1.82897  2.65987  0.106
H  5.27335  -2.12131  0.91264  0.111
H  4.72356  -1.52291  -1.44853  0.108
H  2.45364  -0.61638  -1.93384  0.117
Br  0.92607  -5.77089  -4.48686  0.705
C  0.49690  -4.46194  -3.17402  -0.697
C  0.39542  -4.84164  -1.83645  -0.119
C  0.06421  -3.90198  -0.88599  0.004
C  -0.15945  -2.55710  -1.23829  -0.348
O  -0.53257  -1.69738  -0.34170  -0.294
C  -0.01761  -2.18163  -2.60045  -0.146
C  -0.23345  -0.83401  -3.03124  -0.063
N  -0.28671  0.20865  -2.25959  -0.046
C  -0.49521  1.47748  -2.85494  -0.190
C  -0.28267  1.79045  -4.19153  -0.036
C  -0.61161  3.04362  -4.69023  -0.096
C  -1.18276  3.99128  -3.85858  -0.043
C  -1.35452  3.73044  -2.50360  -0.162
C  -2.02959  4.63755  -1.60144  -0.034
C  -1.99569  4.39793  -0.29038  -0.043
C  -1.14916  3.28523  0.21992  -0.265
N  -1.05335  2.17704  -0.65162  -0.182
C  -0.95514  2.47833  -1.96717  -0.199
C  0.28531  -3.16309  -3.55846  -0.088
H  0.57032  -5.87132  -1.55553  0.101
H  -0.04260  -4.18060  0.15427  0.119
H  -0.35998  -0.69930  -4.10130  0.122
H  0.15551  1.06630  -4.86604  0.101
H  -0.43021  3.26787  -5.73298  0.098
H  -1.49244  4.95202  -4.25314  0.111
H  -2.58237  5.46857  -2.02408  0.114
H  -2.49636  5.03231  0.43036  0.113
H  -1.45515  2.95223  1.21281  0.137
H  0.36107  -2.88154  -4.60186  0.109
N  1.12278  1.61394  0.25441  -0.077
C  1.12898  2.71440  0.92764  -0.314
C  0.41738  3.90681  0.40042  -0.154
C  0.42020  5.08932  1.26747  -0.051
C  0.84973  5.04279  2.54072  -0.086
C  1.44476  3.84530  3.05950  -0.059
C  1.58718  2.74135  2.29167  -0.022
H  0.67350  4.15073  -0.63366  0.153
H  0.02140  6.00741  0.85316  0.115
H  0.78914  5.91808  3.17484  0.100
H  1.81660  3.84881  4.07680  0.105
H  2.07796  1.85057  2.66371  0.104

Forces on the atoms, in the same order (eV/Å):
-0.50 0.81 -0.52
0.14 -0.02 -0.13
-1.09 0.44 0.40
0.34 -1.13 1.23
0.10 0.07 0.96
-0.35 0.18 -0.95
0.10 -0.05 0.09
0.24 -0.17 0.37
0.89 -0.16 -0.76
-0.48 0.09 0.32
0.10 0.07 -0.45
0.13 -0.14 0.35
-0.14 -0.05 -0.21
0.50 -0.18 0.58
0.02 -0.03 0.05
-0.03 0.00 0.01
-0.01 0.01 0.01
0.06 0.02 -0.02
-0.06 -0.02 0.05
0.05 0.02 -0.03
-0.01 -0.01 0.04
-0.03 0.02 -0.03
-0.02 0.02 0.02
-0.01 0.04 0.06
0.06 -0.12 -0.24
-0.03 0.13 0.07
0.02 -0.12 -0.03
0.00 0.29 -0.23
-0.20 -0.96 0.02
0.07 -0.46 0.32
-0.02 0.38 0.17
-0.06 -0.38 -1.35
-0.16 0.61 -0.27
0.03 -0.16 0.14
-0.01 0.09 -0.13
0.04 -0.08 0.08
0.09 -0.06 -0.08
-0.02 0.04 0.01
0.03 0.04 0.08
-0.17 -0.23 -0.13
-0.35 0.57 0.08
-0.04 -0.14 -0.03
-0.01 0.11 0.04
-0.02 0.00 0.01
-0.01 0.03 0.01
-0.05 0.04 -0.02
0.01 -0.01 0.02
-0.02 -0.01 0.01
0.00 0.00 0.00
-0.01 0.02 0.05
-0.04 -0.01 -0.04
0.04 0.03 0.01
0.01 -0.02 0.00
1.00 0.27 0.05
-0.48 0.41 -0.31
0.57 0.01 0.11
0.02 -0.04 -0.01
-0.12 0.24 -0.06
0.08 -0.18 -0.13
-0.03 -0.09 0.28
-0.13 -0.07 -0.02
0.01 0.02 0.04
0.02 -0.01 -0.02
-0.01 -0.05 0.01
-0.06 0.00 0.04

No. 4
The following is a DFT calculation (ωB97M-V/def2-TZVPD) of C20H23N3O3 in the gas phase at a distorted geometry.

Calculated values
- total energy (hartree) = -1165.29205
- spin multiplicity = 1
- relative energy (zero: lowest compared OMol25 entry of this formula, charge and spin) (kcal per mole) = 436.8
- HOMO-LUMO gap (eV) = 6.94
- F_max (hartree/bohr) = 0.27405
- SMILES = CCOC(=O)CN(C)Cc1cn[nH]c1-c1ccc2cc(OC)ccc2c1

Each line ends with the Löwdin charge.
CARTESIAN COORDINATES (ANGSTROEM)
C  6.31391  0.74788  1.03012  -0.046
C  6.63086  -0.73334  0.61944  -0.066
H  7.51734  -0.77437  -0.03380  0.109
H  6.63367  -1.33903  1.51790  0.090
O  5.40960  -1.42188  -0.28942  -0.099
C  4.27778  -1.78725  0.58693  -0.279
O  4.18249  -1.91296  1.90141  -0.009
C  3.19352  -2.06531  -0.54324  -0.124
N  2.49959  -0.85125  -0.97362  -0.201
C  1.80513  -1.15196  -2.07889  -0.175
H  2.35993  -1.25268  -2.85140  0.041
H  0.86460  -1.75599  -2.01977  0.118
H  1.33728  -0.34511  -2.48836  0.065
C  1.78954  -0.15980  0.21540  -0.099
C  1.46069  1.15707  -0.29396  -0.106
C  0.18318  1.80685  -0.10766  -0.139
N  0.59541  2.97055  -0.46250  -0.054
N  1.82816  3.28205  -0.57317  -0.004
C  2.53404  2.27304  -0.49977  -0.033
H  3.46348  2.09805  -0.36412  0.040
H  -0.13516  3.88571  -0.75089  0.269
C  -1.24111  1.50268  0.11789  -0.226
C  -1.59018  0.32660  -0.48504  0.089
C  -2.97947  -0.14347  -0.17745  -0.099
C  -3.41157  -1.24574  -1.10243  0.031
C  -4.62108  -1.76149  -0.67279  -0.086
C  -5.58100  -1.13430  0.05615  -0.163
C  -5.10533  0.40752  0.53090  0.086
C  -3.88418  0.60939  0.47998  -0.304
C  -3.27977  1.83022  0.94178  0.074
C  -2.00471  2.35157  0.62264  -0.035
H  -1.68299  3.14752  0.95512  0.046
H  -3.95470  2.55269  1.44167  0.124
H  -5.81399  0.77898  1.09402  0.045
O  -6.88883  -1.50203  0.18669  -0.077
C  -7.75983  -0.46739  0.92519  0.053
H  -7.47087  -0.51020  1.75655  -0.040
H  -8.72718  -1.22483  1.12940  0.175
H  -7.98448  0.34580  0.42729  0.048
H  -5.20995  -2.58630  -0.94972  0.103
H  -2.65792  -2.13588  -1.25152  0.154
H  -1.06624  -0.35149  -0.87501  0.021
H  2.26951  -0.30919  1.12348  0.074
H  0.78462  -0.93897  0.40724  0.182
H  2.42466  -2.72045  0.02116  0.140
H  3.81716  -2.64585  -1.29730  0.145
H  6.20875  1.20625  0.07103  0.072
H  5.51225  0.72025  1.60751  0.022
H  7.15341  1.22779  1.37498  0.051

Forces on the atoms, in the same order (eV/Å):
1.91 -3.13 -4.79
-1.74 -0.01 -0.73
-0.58 -0.44 0.36
0.40 -0.42 -0.25
0.35 1.25 5.55
0.80 -0.01 2.10
1.17 1.09 -7.76
-0.02 -1.14 3.22
3.49 -0.04 4.94
-6.08 0.08 1.85
4.16 -2.42 -5.07
0.86 -1.02 0.30
-1.56 3.44 -0.46
-3.12 -4.69 -3.93
0.23 0.94 2.48
3.82 -3.02 -1.32
-6.15 9.69 -1.41
0.81 6.02 -1.42
-8.28 -6.93 0.84
6.37 -0.44 0.27
2.76 -3.69 1.39
8.93 -7.07 -6.29
-8.02 3.66 5.74
4.06 -3.08 -7.04
1.88 -1.62 5.12
-2.37 -0.51 -0.75
0.74 8.40 2.02
-8.31 -10.24 -2.33
8.59 4.83 0.83
-0.35 3.60 0.54
-11.17 -4.05 2.28
2.64 8.15 3.35
0.26 -0.55 -0.17
-3.00 2.93 2.59
0.31 1.53 0.30
-5.13 -9.45 -9.11
4.95 0.89 12.23
1.94 2.39 -1.18
-0.72 3.98 -2.49
0.76 -2.37 -1.54
-1.05 2.29 -0.85
4.76 -4.63 -3.38
1.60 0.20 1.35
2.05 2.29 -0.43
0.95 0.28 -1.13
-1.41 0.97 0.50
-0.98 0.78 -0.58
-3.52 0.55 2.63
2.00 0.74 1.61

No. 5
The following is a DFT calculation (ωB97M-V/def2-TZVPD) of C5H7NO in the gas phase.

Calculated values
- total energy (hartree) = -324.65297
- spin multiplicity = 1
- relative energy (zero: lowest compared OMol25 entry of this formula, charge and spin) (kcal per mole) = 44.9
- HOMO-LUMO gap (eV) = 10.63
- F_max (hartree/bohr) = 0.01195
- SMILES = C#CCCNC=O

Each line ends with the Löwdin charge.
CARTESIAN COORDINATES (ANGSTROEM)
O  -0.62437  -2.61910  0.52487  0.016
C  0.24033  -1.77489  0.42270  -0.383
N  0.26267  -0.59509  1.12279  0.004
C  0.95638  0.57275  0.62076  -0.197
C  0.10446  1.45267  -0.34181  -0.185
C  -0.88267  0.64097  -1.05834  -0.151
C  -1.68743  -0.12647  -1.52298  0.121
H  1.13479  -1.90494  -0.21877  0.138
H  -0.60775  -0.42995  1.61403  0.145
H  1.85676  0.22414  0.10433  0.116
H  1.28816  1.18538  1.46505  0.114
H  -0.41683  2.23434  0.22421  0.112
H  0.76560  1.97184  -1.04617  0.112
H  -2.39010  -0.83165  -1.91066  0.039

Forces on the atoms, in the same order (eV/Å):
0.43 0.30 0.05
-0.14 -0.12 0.10
-0.24 -0.12 -0.06
0.14 0.02 -0.05
-0.01 0.02 0.02
-0.40 -0.39 -0.25
0.42 0.40 0.19
-0.16 0.04 0.02
0.08 0.01 0.02
-0.16 0.02 0.04
-0.01 -0.09 -0.15
0.03 -0.16 -0.06
-0.11 -0.09 0.12
0.12 0.17 0.01